Entry 1:
The following is a DFT calculation (ωB97M-V with the def2-TZVPD basis set) of a cluster of 15 separate species, C4H37NO16 in total at a distorted geometry.

Calculated values
HOMO ... -9.3431 eV
E_tot ... -1433.190765 hartree
ΔE to the lowest compared entry with this formula, charge and spin ... 93.2 kcal/mol

Geometry as ORCA input:
```
! RIJCOSX wB97M-V def2-TZVPD def2/J DEFGRID3
* xyz 0 1
C 0.746 0.472 3.460
C -0.379 1.028 2.512
C 0.168 2.162 1.681
N -1.150 0.292 1.638
C -0.714 -0.478 0.433
O -1.593 -1.321 0.009
O 0.451 -0.299 0.094
H 1.315 1.378 3.738
H 1.363 -0.256 2.844
H 0.298 -0.040 4.325
H -1.091 1.493 3.277
H 0.801 1.699 0.845
H 0.799 2.872 2.185
H -0.829 2.615 1.180
H -2.092 -0.029 1.925
H -0.707 -2.688 0.816
H 1.977 0.274 -2.734
H 1.487 -0.093 -1.291
O 2.076 -0.229 -1.996
H 2.532 2.670 0.565
H 2.313 2.617 -0.984
O 2.694 2.140 -0.205
H -3.921 0.935 -0.592
H -3.678 1.789 -1.912
O -3.290 1.563 -1.029
H 2.006 -1.997 -2.025
H 0.837 -2.974 -1.906
O 1.802 -2.901 -1.835
H -1.699 2.438 -0.894
H -0.835 3.666 -0.516
O -0.836 2.834 -0.981
H 2.105 -2.823 -0.483
H 2.628 -1.729 0.706
O 2.391 -2.705 0.642
H 1.257 4.007 -1.402
H 0.534 3.004 -2.200
O 1.374 3.462 -2.207
H -3.685 -0.552 0.508
H -4.433 -1.082 -0.757
O -4.535 -0.521 0.074
H -0.214 -1.825 3.119
H 0.407 -2.753 4.148
O -0.444 -2.635 3.689
H -0.267 -3.534 2.170
H 1.352 -3.021 0.920
O -0.004 -3.340 1.190
H 2.827 0.239 0.696
H 3.798 -0.321 -0.406
O 3.502 -0.442 0.537
H -0.701 -2.034 -2.420
H -1.768 -2.834 -1.611
O -0.916 -2.925 -2.114
H -2.197 0.584 -1.795
H -1.572 -0.846 -1.618
O -1.862 -0.184 -2.272
H -0.580 0.717 -3.365
H 0.084 1.131 -4.622
O 0.068 1.336 -3.754
*
```

***

Entry 2:
The following is a DFT calculation (ωB97M-V with the def2-TZVPD basis set) of an isolated molecule of C4H8O2.

Calculated values
HOMO (spin up / spin down) ... -8.6156 / -9.3072 eV
E_tot ... -307.524960 hartree
ΔE to the lowest compared entry with this formula, charge and spin ... 117.6 kcal/mol

Geometry as ORCA input:
```
! RIJCOSX wB97M-V def2-TZVPD def2/J DEFGRID3
* xyz 0 1
C -1.820 -0.812 -0.452
C -0.600 0.025 -0.799
O -0.182 0.761 0.349
C 1.903 0.995 0.405
C 0.987 0.130 1.114
O 1.366 -1.077 0.844
H -2.618 -0.188 -0.038
H -1.546 -1.570 0.288
H -2.199 -1.317 -1.348
H 0.212 -0.635 -1.127
H -0.827 0.751 -1.588
H 2.483 1.822 0.823
H 2.080 0.714 -0.629
H 0.761 0.399 2.159
*
```

***

Entry 3:
The following is a DFT calculation (ωB97M-V with the def2-TZVPD basis set) of a cluster of 5 separate species, C12H19Br4FN2O4 in total at a distorted geometry.

Calculated values
Structure (SMILES) ... C[N+](=O)[O-].C[N+](=O)[O-].Fc1ccccc1.BrCCBr.BrCCBr
HOMO ... -9.3797 eV
E_tot ... -11274.805718 hartree

Geometry as ORCA input:
```
! RIJCOSX wB97M-V def2-TZVPD def2/J DEFGRID3
* xyz 0 1
C 2.881 4.380 -5.811
N 2.866 3.120 -6.582
O 2.057 2.337 -6.225
O 3.586 3.047 -7.585
H 1.883 4.810 -5.721
H 3.613 5.066 -6.237
H 3.237 4.112 -4.817
C -7.118 3.078 2.133
N -6.721 2.380 3.409
O -7.182 2.804 4.433
O -6.050 1.362 3.297
H -6.569 4.009 1.989
H -8.203 3.183 2.138
H -6.812 2.403 1.333
F 0.413 3.003 6.282
C 1.519 2.639 7.000
C 1.618 3.052 8.338
C 2.774 2.699 9.055
C 3.679 1.772 8.569
C 3.552 1.282 7.283
C 2.451 1.707 6.519
H 0.764 3.543 8.782
H 3.000 3.116 10.026
H 4.523 1.396 9.128
H 4.075 0.508 6.741
H 2.324 1.254 5.547
Br -1.123 0.052 -0.455
C -0.960 -1.866 -1.028
C -2.353 -2.523 -0.915
Br -2.142 -4.489 -1.060
H -0.254 -2.292 -0.315
H -0.572 -1.922 -2.046
H -3.074 -2.345 -1.712
H -2.801 -2.176 0.016
Br 3.708 -7.138 -7.636
C 1.915 -6.216 -7.480
C 0.913 -7.285 -7.838
Br -0.960 -6.679 -7.947
H 1.871 -5.407 -8.209
H 1.674 -5.966 -6.447
H 0.851 -8.112 -7.131
H 1.145 -7.699 -8.819
*
```

***

Entry 4:
The following is a DFT calculation (ωB97M-V with the def2-TZVPD basis set) of a structure of composition C29H24BrF4N4O3PPtS2 at a distorted geometry.

Calculated values
HOMO ... -14.6353 eV
E_tot ... -5794.219805 hartree
ΔE to the lowest compared entry with this formula, charge and spin ... 0.0 kcal/mol

Geometry as ORCA input:
```
! RIJCOSX wB97M-V def2-TZVPD def2/J DEFGRID3
* xyz 2 1
Pt -0.172 -0.178 -0.089
F -3.060 3.795 4.813
C -2.358 2.858 4.225
C -1.792 1.835 4.971
F -1.956 1.799 6.274
C -1.058 0.842 4.333
F -0.536 -0.124 5.078
C -0.880 0.835 2.955
P 0.016 -0.549 2.210
C -0.778 -2.086 2.659
C -0.154 -3.290 2.326
C -0.764 -4.493 2.625
C -2.005 -4.500 3.251
C -2.640 -3.306 3.566
C -2.035 -2.097 3.261
C 1.674 -0.527 2.895
C 2.495 0.575 2.628
C 3.762 0.641 3.177
C 4.225 -0.395 3.980
C 3.412 -1.484 4.256
C 2.139 -1.557 3.716
C -1.434 1.895 2.248
Br -1.110 2.095 0.388
C -2.162 2.895 2.847
F -2.662 3.889 2.136
H 0.821 -3.298 1.849
H -0.276 -5.424 2.372
H -2.477 -5.441 3.499
H -3.605 -3.315 4.053
H -2.552 -1.172 3.484
H 2.150 1.384 2.000
H 4.392 1.496 2.975
H 5.223 -0.348 4.396
H 3.764 -2.275 4.904
H 1.506 -2.396 3.967
N -0.938 0.310 -2.102
C -0.871 -0.720 -3.172
C 0.509 -1.351 -3.215
C 0.666 -2.397 -2.119
N 0.989 -1.751 -0.815
H -1.920 0.579 -1.944
H -0.440 1.144 -2.413
H -1.150 -0.266 -4.122
H -1.619 -1.477 -2.932
H 1.264 -0.567 -3.088
H 0.704 -1.809 -4.183
H 1.499 -3.066 -2.341
H -0.228 -2.993 -1.972
H 1.921 -1.335 -0.854
H 0.972 -2.458 -0.084
O -4.042 0.909 1.201
S -3.679 0.125 0.060
O -3.548 0.799 -1.213
N -2.256 -0.711 0.356
C -2.432 -2.040 -0.027
O -1.468 -2.747 -0.236
C -3.850 -2.417 -0.197
C -4.383 -3.660 -0.489
C -5.760 -3.748 -0.650
C -6.576 -2.626 -0.514
C -6.043 -1.372 -0.233
C -4.672 -1.309 -0.094
H -3.745 -4.529 -0.576
H -6.211 -4.701 -0.890
H -7.645 -2.729 -0.642
H -6.672 -0.498 -0.136
S 2.112 3.206 -1.540
C 1.790 1.841 -0.847
N 1.589 0.776 -0.319
*
```

***

Entry 5:
The following is a DFT calculation (ωB97M-V with the def2-TZVPD basis set) of a cluster of 2 separate species, C28H32BClO2S in total at a distorted geometry.

Calculated values
HOMO ... -6.3173 eV
E_tot ... -2119.806377 hartree
ΔE to the lowest compared entry with this formula, charge and spin ... 1.4 kcal/mol

Geometry as ORCA input:
```
! RIJCOSX wB97M-V def2-TZVPD def2/J DEFGRID3
* xyz 0 1
Cl 5.989 0.489 3.656
C 4.290 0.496 3.492
C 3.624 1.690 3.186
C 2.282 1.648 2.820
C 1.533 0.447 2.926
C 0.097 0.417 2.787
C -0.666 -0.641 3.570
C -2.031 0.046 3.936
C -1.876 1.450 3.432
C -0.708 1.594 2.704
C 2.229 -0.735 3.300
C 3.570 -0.695 3.657
H 4.195 2.616 3.138
H 1.801 2.540 2.412
H -0.834 -1.560 2.987
H -0.136 -0.975 4.480
H -2.830 -0.476 3.388
H -2.272 -0.052 5.005
H -2.562 2.248 3.721
H -0.390 2.482 2.158
H 1.704 -1.696 3.264
H 4.094 -1.600 3.951
C 0.215 0.390 -6.646
C 0.270 -0.153 -5.268
C 0.265 -1.471 -4.858
C 0.271 -1.623 -3.424
C 0.222 -0.423 -2.746
B -0.204 -0.230 -1.144
C 1.293 -0.218 -0.459
C 1.898 -1.412 -0.101
C 3.265 -1.439 0.219
C 3.998 -0.251 0.242
C 3.360 0.960 -0.025
C 1.992 0.976 -0.349
O -0.893 0.998 -0.974
C -2.268 0.670 -1.115
C -3.066 1.660 -0.278
C -2.668 0.798 -2.581
C -2.332 -0.864 -0.620
C -2.461 -0.975 0.883
C -3.443 -1.696 -1.257
O -1.048 -1.377 -0.963
S 0.358 0.903 -3.843
H 0.079 -0.420 -7.373
H -0.621 1.094 -6.743
H 1.143 0.928 -6.875
H 0.227 -2.316 -5.545
H 0.311 -2.596 -2.946
H 1.311 -2.331 -0.114
H 3.752 -2.389 0.450
H 5.060 -0.264 0.499
H 3.913 1.902 0.032
H 1.483 1.924 -0.534
H -4.096 1.304 -0.145
H -2.596 1.826 0.696
H -3.106 2.619 -0.806
H -3.751 0.646 -2.692
H -2.435 1.808 -2.946
H -2.134 0.076 -3.217
H -3.379 -0.500 1.242
H -2.484 -2.034 1.170
H -1.603 -0.507 1.383
H -4.417 -1.273 -0.971
H -3.378 -1.732 -2.349
H -3.407 -2.723 -0.877
*
```

***

Entry 6:
The following is a DFT calculation (ωB97M-V with the def2-TZVPD basis set) of a cluster of 2 separate species, C4H11NO2 in total at a distorted geometry.

Calculated values
Structure (SMILES) ... CC(=O)N(C)C.O
HOMO ... -9.5040 eV
E_tot ... -364.217449 hartree
ΔE to the lowest compared entry with this formula, charge and spin ... 31.8 kcal/mol

Geometry as ORCA input:
```
! RIJCOSX wB97M-V def2-TZVPD def2/J DEFGRID3
* xyz 0 1
C -2.241 0.177 0.174
C -1.123 -0.173 -0.795
O -1.475 -0.487 -1.910
N 0.203 -0.109 -0.361
C 1.199 -0.892 -1.116
C 0.672 1.280 -0.133
H -2.890 0.910 -0.312
H -2.831 -0.727 0.304
H -1.963 0.623 1.125
H 1.206 -0.591 -2.168
H 0.828 -1.912 -1.017
H 2.178 -0.740 -0.671
H 0.061 2.155 -0.349
H 1.059 1.289 0.888
H 1.522 1.511 -0.785
O 1.491 -0.986 2.532
H 0.593 -1.253 2.334
H 1.509 -0.074 2.259
*
```